<1>
A cluster of 2 separate species, C2H9N2O in total. Source: the Open Molecules 2025 dataset; level of theory: ωB97M-V/def2-TZVPD.

XYZ file:
```
14
Properties=species:S:1:pos:R:3
C 1.386 1.217 -0.431
C 0.018 1.235 -0.145
N -0.852 0.406 0.883
N 2.115 0.887 -1.540
H 1.991 1.066 0.451
H -0.806 1.833 -0.557
H -0.689 0.580 1.885
H -0.554 -0.686 0.867
H -1.849 0.559 0.717
H 1.467 0.466 -2.267
H 3.095 0.628 -1.343
H -2.240 -2.552 -0.208
H -1.562 -3.163 1.182
O -1.518 -2.477 0.507
```

- gap between HOMO and LUMO (eV) = 8.50
- charge = +1



<2>
A cluster of 3 separate species, C2H9N2O in total. Source: the Open Molecules 2025 dataset; level of theory: ωB97M-V/def2-TZVPD.

XYZ file:
```
14
Properties=species:S:1:pos:R:3
C -0.016 1.745 -1.687
N 0.027 0.682 -0.708
C 0.114 -0.558 -1.161
N 0.359 -1.586 -0.294
H 0.777 2.462 -1.597
H -0.256 1.482 -2.708
H -0.927 2.356 -1.378
H -2.386 2.412 5.352
H -0.037 -0.809 -2.242
H -2.911 2.541 5.850
H 0.616 -2.507 -0.748
H 0.073 -1.222 1.324
H 0.293 -1.399 2.945
O 0.183 -0.764 2.163
```

- gap between HOMO and LUMO (eV) = 5.05
- charge = +1



Which of them is the most stable, and which is the least stable? <1> and <2>, in that order.